No. 1
Here is a structure of composition C35H35IN6O7SiTi from OMol25. Energies are from the ωB97M-V functional and the def2-TZVPD basis.

The LUMO energy (alpha / beta) comes out at 4.2 / 4.2 eV. Its expectation value of S² is 2.03. For the strongest force on any atom, the calculation gives 0.0109 hartree/bohr. The value obtained for the gap between HOMO and LUMO (alpha / beta) is 5.7 / 6.4 eV. The value obtained for the energy above the lowest of the compared OMol25 structures with the same formula, charge and spin is 0.099 eV. The value obtained for the total energy is -99224.98432 eV. As for the spin multiplicity: 3. The net charge is -2.

Last column: Löwdin spin population.
Geometry (Å):
Ti 0.5250 -0.2733 -0.5262  0.969
C -2.7480 3.2849 2.4455  0.000
N -2.3292 2.1308 1.6840  0.000
C -2.8030 0.8797 2.2492  0.001
C -2.6193 2.2249 0.2830  0.001
C -3.9203 2.4630 -0.1620  0.000
C -4.2128 2.5576 -1.5090  0.001
C -3.1890 2.4013 -2.4406  0.000
C -1.9024 2.1476 -2.0114  0.001
C -1.5915 2.0444 -0.6468  0.002
N -0.2880 1.7246 -0.2430  -0.002
C 0.6819 2.6642 -0.4322  0.000
C 0.5107 3.9553 -0.9537  0.000
C 1.6020 4.7822 -1.1897  0.000
C 2.8919 4.3703 -0.9018  0.000
C 3.0794 3.1108 -0.3232  0.000
C 2.0010 2.2940 -0.0741  0.001
N 2.1091 1.0178 0.6100  0.005
C 1.6858 1.1985 2.0151  0.003
C 3.4464 0.4285 0.5758  0.002
H -3.8452 3.3973 2.5224  0.000
H -2.3553 3.2026 3.4620  0.000
H -2.3434 4.1910 1.9928  0.000
H -2.4553 0.7818 3.2788  0.000
H -3.9038 0.7968 2.2470  0.000
H -2.3940 0.0454 1.6810  0.001
H -4.7119 2.5693 0.5724  0.000
H -5.2309 2.7377 -1.8336  0.000
H -3.3991 2.4586 -3.5020  0.000
H -1.0945 2.0033 -2.7199  0.000
H -0.4869 4.2912 -1.2094  0.000
H 1.4308 5.7597 -1.6281  0.000
H 3.7441 4.9964 -1.1317  0.000
H 4.0782 2.7699 -0.0881  0.000
H 2.2932 1.9827 2.4850  0.000
H 0.6312 1.4721 2.0454  0.000
H 1.8326 0.2598 2.5456  0.000
H 3.7874 0.3532 -0.4544  0.000
H 3.3929 -0.5752 0.9959  0.000
H 4.1615 1.0180 1.1653  0.000
C 3.2724 -2.8955 4.9136  -0.001
C 2.3764 -1.8424 5.0333  0.000
C 1.4025 -1.6443 4.0633  -0.001
C 1.2683 -2.4910 2.9564  -0.002
C 2.1874 -3.5424 2.8631  -0.001
C 3.1762 -3.7420 3.8170  0.000
Si -0.0258 -2.1708 1.5816  0.001
C -1.7104 -2.5035 2.4221  -0.001
C -1.9780 -2.4772 3.7916  -0.001
C -3.2629 -2.6602 4.2903  0.000
C -4.3250 -2.8755 3.4247  -0.001
C -4.0846 -2.9089 2.0558  0.000
C -2.7998 -2.7252 1.5676  -0.001
H 4.0426 -3.0500 5.6604  0.000
H 2.4438 -1.1636 5.8767  0.000
H 0.7370 -0.7916 4.1643  0.000
H 2.1237 -4.2209 2.0195  0.000
H 3.8743 -4.5639 3.7026  0.000
H 0.0943 -3.4487 0.7951  0.000
H -1.1685 -2.3207 4.4954  0.000
H -3.4325 -2.6350 5.3619  0.000
H -5.3292 -3.0138 3.8094  0.000
H -4.9027 -3.0712 1.3630  0.000
H -2.6366 -2.7344 0.4934  0.000
O -0.4191 -2.8974 -7.4854  -0.008
N 0.4182 -2.0151 -7.3632  0.001
O 1.1023 -1.6138 -8.2978  0.008
C 0.5928 -1.4034 -6.0610  0.018
C 1.5309 -0.4087 -5.9210  0.072
C 1.6997 0.1623 -4.6666  0.017
C 0.9536 -0.2231 -3.5153  0.012
O 1.1226 0.3020 -2.3768  0.020
C -0.0508 -1.2481 -3.7498  -0.007
C -0.2063 -1.8286 -4.9995  0.129
N -0.9172 -1.6831 -2.7460  0.314
O -1.7738 -2.5654 -3.0061  0.311
O -0.9483 -1.1474 -1.5339  0.113
N 2.7251 1.1948 -4.5782  0.003
O 3.1600 1.6469 -5.6396  0.000
O 3.1401 1.5481 -3.4959  0.007
H 2.1331 -0.0786 -6.7490  0.004
H -0.9541 -2.5915 -5.1286  0.012
I 3.6382 -2.0657 -2.1772  0.003
C 1.9190 -2.0826 -0.7787  -0.007
H 2.3949 -2.5338 0.0957  0.000
H 1.3350 -2.8939 -1.2237  0.000

---

No. 2
Here is a structure of composition C15H27AlF8NO3 from OMol25. Energies are from the ωB97M-V functional and the def2-TZVPD basis.

The LUMO energy comes out at 2.0 eV. For the strongest force on any atom, the calculation gives 0.0775 hartree/bohr. The value obtained for the gap between HOMO and LUMO is 6.5 eV. The value obtained for the energy above the lowest of the compared OMol25 structures with the same formula, charge and spin is 2.463 eV. The value obtained for the total energy is -51961.98781 eV. The net charge is -1.

Last column: natural (NBO) charge in e.
Geometry (Å):
C -0.2015 -0.2387 2.5424  -0.627
C -0.6528 0.2263 1.0682  -0.408
C -1.6555 -0.8959 0.4840  -0.441
C -2.0595 -0.6340 -1.0468  -0.051
O -3.2463 -1.3202 -1.4866  -0.941
Al -3.2069 -3.1592 -1.1425  1.321
C -2.1891 -4.2540 -2.5559  -0.974
C -0.6815 -4.6537 -2.0818  -0.247
N 0.0485 -3.5159 -1.4526  -0.485
C 1.0062 -2.8491 -2.3776  -0.213
C 0.3948 -2.5059 -3.8233  -0.638
C 0.7050 -3.8805 -0.2102  0.706
C 2.1810 -3.3293 0.1484  -0.729
O 0.1838 -4.5960 0.6898  -0.595
H -0.2592 -1.3883 2.5525  0.219
H 0.9041 -0.0021 2.7590  0.191
H -0.8425 0.1809 3.3808  0.204
H -1.1399 1.2545 1.0266  0.197
H 0.2802 0.2605 0.4020  0.185
H -2.5920 -0.9850 1.1432  0.216
H -1.1293 -1.9047 0.5414  0.223
H -1.2041 -0.8301 -1.7773  0.137
H -2.2961 0.4961 -1.1162  0.135
H -2.6910 -3.5142 0.3392  -0.433
H -4.7445 -3.6559 -1.1740  -0.451
H -2.2180 -3.8156 -3.6064  0.189
H -2.7416 -5.2664 -2.6245  0.203
H -0.1615 -5.0687 -3.0261  0.167
H -0.8178 -5.5566 -1.3974  0.232
H 1.9533 -3.4839 -2.5487  0.171
H 1.2989 -1.8372 -1.9154  0.203
H -0.7194 -2.3003 -3.8220  0.251
H 0.6970 -3.3742 -4.5108  0.201
H 0.9369 -1.5874 -4.2527  0.204
H 2.4349 -3.5300 1.2495  0.236
H 2.9974 -3.8223 -0.4663  0.219
H 2.1990 -2.1832 0.0489  0.223
C 0.9813 6.1632 2.3637  -0.140
C 0.1297 5.0531 3.0049  0.594
C 0.8950 3.8045 3.4372  0.521
F 1.4807 3.1815 2.3990  -0.316
F 0.0551 2.9018 3.9885  -0.317
F -0.8862 4.7360 2.1699  -0.305
F -0.4554 5.5904 4.1175  -0.330
O 0.9838 6.2049 0.9358  -0.507
C 1.9196 5.3736 0.2904  0.845
C 1.2497 4.3145 -0.5890  0.502
F 0.4428 3.5051 0.1355  -0.308
F 2.1783 3.5217 -1.1761  -0.320
F 2.7587 4.8422 1.1985  -0.318
F 2.6755 6.1889 -0.4814  -0.323
H 0.5225 7.1106 2.6598  0.225
H 1.9921 6.2071 2.7769  0.207
H 1.6618 4.0428 4.1796  0.136
H 0.6439 4.7782 -1.3714  0.155

---

No. 3
Here is a cluster of 2 separate species, C3H11N3O in total from OMol25. Energies are from the ωB97M-V functional and the def2-TZVPD basis.

The LUMO energy comes out at 0.7 eV. For the strongest force on any atom, the calculation gives 0.0317 hartree/bohr. The value obtained for the gap between HOMO and LUMO is 9.1 eV. The value obtained for the energy above the lowest of the compared OMol25 structures with the same formula, charge and spin is 1.636 eV. The value obtained for the total energy is -9806.36553 eV. Its SMILES is [H]/N=C(\N)NCC.O. The net charge is 0.

Last column: natural (NBO) charge in e.
Geometry (Å):
C 2.2136 1.2837 -0.5919  -0.611
C 0.7463 1.5716 -0.1900  -0.231
N -0.3311 0.6932 -0.6009  -0.611
C -0.3442 -0.6735 -0.3417  0.607
N 0.7805 -1.1387 0.3068  -0.863
N -1.3133 -1.3909 -0.8250  -0.840
H 2.3063 0.7436 -1.5334  0.223
H 2.7459 0.7982 0.2242  0.197
H 2.7553 2.2127 -0.7495  0.212
H 0.7039 1.7691 0.8916  0.170
H 0.5895 2.4877 -0.7731  0.211
H -1.2483 1.0964 -0.5160  0.401
H 1.2209 -0.7126 1.0994  0.405
H 0.9333 -2.1072 0.0682  0.394
H -0.8847 -2.2460 -1.1791  0.339
H -3.0527 -1.1296 1.1872  0.476
H -3.9013 -2.0661 1.9413  0.460
O -3.9197 -1.1917 1.5818  -0.939

---

No. 4
Here is a cluster of 2 separate species, C8H8N2O in total from OMol25. Energies are from the ωB97M-V functional and the def2-TZVPD basis.

The LUMO energy (alpha / beta) comes out at -1.0 / -0.9 eV. For the strongest force on any atom, the calculation gives 0.0769 hartree/bohr. The value obtained for the gap between HOMO and LUMO (alpha / beta) is 7.8 / 7.6 eV. The value obtained for the energy above the lowest of the compared OMol25 structures with the same formula, charge and spin is 6.382 eV. The value obtained for the total energy is -13447.84599 eV. The net charge is 0.

Last column: natural (NBO) charge in e.
Geometry (Å):
C 2.1861 2.1694 1.7131  -0.162
C 1.1608 1.5816 1.3811  -0.013
C -0.5151 0.3862 -2.6407  -0.066
C -0.5725 -0.9113 -2.2194  -0.081
C -0.0459 0.4288 -0.5635  0.279
C 0.2659 -0.8773 1.4138  -0.431
C -0.1523 -1.7659 0.1943  -0.194
C 0.3507 0.5101 0.8184  0.237
N -0.1740 1.2082 -1.6016  -0.421
N -0.3115 -0.8814 -0.8567  -0.304
O -1.5061 1.4268 1.4163  -0.861
H 2.6722 2.9043 2.2822  0.236
H -0.9384 0.7847 -3.5151  0.213
H -0.9513 -1.7962 -2.6402  0.217
H -0.4533 -0.8479 2.1308  0.262
H 1.2302 -1.3311 1.6883  0.238
H 0.6103 -2.3707 -0.0392  0.193
H -0.9650 -2.3889 0.5031  0.211
H -1.8909 1.7705 0.5349  0.447

---

No. 5
Here is a structure of composition C6H3NS from OMol25. Energies are from the ωB97M-V functional and the def2-TZVPD basis.

The LUMO energy comes out at -2.2 eV. For the strongest force on any atom, the calculation gives 0.1333 hartree/bohr. The value obtained for the gap between HOMO and LUMO is 6.8 eV. The value obtained for the energy above the lowest of the compared OMol25 structures with the same formula, charge and spin is 3.294 eV. The value obtained for the total energy is -18589.19929 eV. The net charge is 0.

Last column: natural (NBO) charge in e.
Geometry (Å):
C 1.0695 -1.2361 -1.3468  -0.287
C 0.3588 -0.6274 -0.3087  -0.216
C 0.6727 0.6505 0.3286  -0.088
C -0.2033 1.4098 1.2743  -0.120
C -0.8724 2.0578 1.9949  -0.132
C -1.1215 -1.1052 -0.3806  0.253
H 2.4378 -1.5181 -1.2776  0.263
H 1.5710 1.2638 0.0842  0.249
H -1.7973 2.6860 2.4981  0.284
N -2.2545 -1.4183 -0.3994  -0.298
S 0.1393 -2.1629 -2.4670  0.091

---

No. 6
Here is a structure of composition C3H7N3O from OMol25. Energies are from the ωB97M-V functional and the def2-TZVPD basis.

The LUMO energy comes out at 0.9 eV. For the strongest force on any atom, the calculation gives 0.0441 hartree/bohr. The value obtained for the gap between HOMO and LUMO is 7.6 eV. The value obtained for the energy above the lowest of the compared OMol25 structures with the same formula, charge and spin is 3.590 eV. The value obtained for the total energy is -9739.44290 eV. The net charge is 0.

Last column: natural (NBO) charge in e.
Geometry (Å):
C -1.9502 -0.1318 0.0704  -0.200
C 0.4137 1.1164 -0.0490  0.788
C 0.3925 -1.1279 0.2095  0.130
N 1.1529 2.2528 0.0190  -0.795
N 1.0056 -2.2896 -0.0181  -0.796
N 1.0792 -0.0378 -0.0270  -0.727
O -0.8666 1.2726 -0.0776  -0.554
H 0.6950 3.1401 -0.0939  0.400
H 2.1493 2.1653 -0.0939  0.413
H 1.9772 -2.3430 -0.3175  0.355
H 0.5335 -3.1585 0.1593  0.384
H -2.0215 -0.5315 1.0722  0.215
H -1.8120 -0.8896 -0.6892  0.216
H -2.7486 0.5625 -0.1644  0.170

---

No. 7
Here is a cluster of 4 separate species, C2H14NO4 in total from OMol25. Energies are from the ωB97M-V functional and the def2-TZVPD basis.

The LUMO energy comes out at -3.0 eV. For the strongest force on any atom, the calculation gives 0.0638 hartree/bohr. The value obtained for the gap between HOMO and LUMO is 11.2 eV. The value obtained for the energy above the lowest of the compared OMol25 structures with the same formula, charge and spin is 1.213 eV. The value obtained for the total energy is -11974.22977 eV. The net charge is +1.

Last column: natural (NBO) charge in e.
Geometry (Å):
C 2.0091 0.7987 0.1188  -0.081
O 0.8401 1.5482 0.1871  -0.749
C 1.5640 -0.6733 0.4634  -0.278
N 0.1621 -0.8437 -0.0027  -0.721
H 2.5103 1.0952 1.0362  0.199
H 2.4521 1.0167 -0.8821  0.202
H 0.4750 1.5701 1.1500  0.506
H 2.2673 -1.5251 0.1349  0.246
H 1.5052 -0.5749 1.6138  0.221
H 0.1147 -0.9817 -1.0429  0.464
H -0.3866 0.0249 0.1354  0.470
H -0.2193 -1.5851 0.6007  0.437
H -0.3694 -0.1009 -3.3160  0.513
H 0.9949 -0.4377 -2.8229  0.483
O 0.1185 -0.6406 -2.6456  -0.944
H -1.4848 0.9294 2.6425  0.501
H -1.7239 0.8583 1.1767  0.500
O -1.0111 0.7035 1.8614  -0.977
H -3.1954 -1.5419 0.3811  0.490
H -3.3380 -0.4075 -0.4552  0.479
O -2.7194 -0.7593 0.1188  -0.961

---

No. 8
Here is a structure of composition C23H35MoN2O4S from OMol25. Energies are from the ωB97M-V functional and the def2-TZVPD basis.

The LUMO energy (alpha / beta) comes out at 0.5 / 0.5 eV. Its expectation value of S² is 0.76. For the strongest force on any atom, the calculation gives 0.0077 hartree/bohr. The value obtained for the gap between HOMO and LUMO (alpha / beta) is 6.2 / 6.3 eV. The value obtained for the energy above the lowest of the compared OMol25 structures with the same formula, charge and spin is 0.000 eV. The value obtained for the total energy is -48277.51657 eV. As for the spin multiplicity: 2. The net charge is 0.

Last column: Löwdin spin population.
Geometry (Å):
Mo -1.0270 -0.3502 0.6375  0.836
C -2.2089 -1.1371 3.6536  0.005
O -1.2342 -1.5691 2.7044  0.039
C 0.0279 -1.8021 3.3179  0.003
C 0.9755 -2.2602 2.2456  0.003
O 1.0203 -1.2187 1.2788  0.008
C 2.1351 -1.2831 0.3804  0.001
C 3.4059 -0.7776 1.0229  0.000
O 3.2676 0.5864 1.3221  0.000
C 4.4259 1.1215 1.9164  0.000
H -2.3034 -1.8868 4.4430  0.000
H -3.1475 -1.0221 3.1208  0.003
H -1.9148 -0.1762 4.0827  0.000
H -0.0715 -2.5669 4.0946  0.000
H 0.3894 -0.8679 3.7609  0.000
H 0.6309 -3.1885 1.7794  0.001
H 1.9631 -2.4214 2.6843  0.000
H 1.8692 -0.6653 -0.4752  0.000
H 2.2718 -2.3140 0.0408  0.000
H 4.2335 -0.9431 0.3179  0.000
H 3.6430 -1.3429 1.9367  0.000
H 5.2941 1.0338 1.2523  0.000
H 4.6588 0.6165 2.8621  0.000
H 4.2354 2.1749 2.1114  0.000
O -0.4760 1.1504 2.0629  0.027
N -1.1846 2.2819 2.0383  0.004
C -0.5926 3.3803 2.5561  0.004
C -1.2449 4.5792 2.5910  0.000
C -2.5458 4.6508 2.0773  0.005
C -3.1246 3.5239 1.5548  -0.001
C -2.4346 2.3010 1.5101  0.006
S -3.0928 0.8312 0.8825  0.009
H 0.4101 3.2065 2.9160  0.000
H -0.7461 5.4428 3.0053  0.000
H -3.0850 5.5887 2.0820  0.000
H -4.1227 3.5402 1.1406  0.000
C -2.5000 -2.9087 -2.0980  0.010
C -1.0140 -3.1009 -2.4154  0.001
C -0.2503 -3.6437 -1.2057  0.011
C -0.3758 -1.8664 -3.0304  -0.004
C 0.1496 -1.9838 -4.3135  0.000
C 0.7010 -0.9010 -4.9771  -0.004
C 0.7129 0.3347 -4.3514  0.001
C 0.2122 0.5068 -3.0654  -0.003
C 0.2365 1.9088 -2.4749  0.000
C 1.1719 2.0632 -1.2709  0.006
C -1.1672 2.4380 -2.1711  0.002
C -0.3159 -0.6129 -2.3846  0.007
N -0.7635 -0.4792 -1.0844  -0.017
H -2.9362 -3.8524 -1.7605  0.000
H -3.0452 -2.5792 -2.9843  0.000
H -2.6389 -2.1634 -1.3155  0.011
H -0.9558 -3.8691 -3.1925  0.000
H -0.3076 -2.9391 -0.3738  0.013
H 0.8004 -3.8136 -1.4520  0.000
H -0.6826 -4.5944 -0.8840  0.000
H 0.1118 -2.9505 -4.8038  0.000
H 1.1027 -1.0158 -5.9760  0.000
H 1.1193 1.1955 -4.8710  0.000
H 0.6476 2.5436 -3.2666  0.000
H 0.8028 1.5329 -0.3894  0.006
H 1.2701 3.1210 -1.0109  0.000
H 2.1703 1.6819 -1.4942  0.000
H -1.6651 1.8282 -1.4177  0.003
H -1.7849 2.4366 -3.0714  0.000
H -1.1068 3.4655 -1.8015  0.000

---

Question: Number 7 is which compound?
Answer: C2H14NO4

---

Question: Which value of energy above the lowest of the compared OMol25 structures with the same formula, charge and spin does entry 3 give?
Answer: 1.636 eV

---

Question: Which of these has the highest net charge?
Answer: C2H14NO4

---

Question: Among the records above, which one has the lowest net charge?
Answer: C35H35IN6O7SiTi